C46H52N7O2P2Rb as an isolated structure, computed with ωB97M-V/def2-TZVPD.

Geometry as XYZ:
```
110
Properties=species:S:1:pos:R:3:forces:R:3:lowdin_charge:R:1
Rb 0.0500 -0.4420 -0.2905 0.05 0.02 0.13 0.5115
C 1.7973 3.6066 -1.1632 0.01 0.01 0.00 -0.0345
C 1.7347 3.8760 0.3112 0.02 0.00 -0.07 -0.2092
C 2.6960 4.6677 0.9283 -0.01 0.00 0.04 -0.0821
C 2.6577 4.9078 2.2951 -0.04 -0.01 -0.04 -0.1413
C 1.6529 4.3154 3.0459 0.04 0.02 0.01 -0.0841
C 0.6769 3.5235 2.4526 -0.07 -0.03 0.01 -0.2077
C -0.4086 2.9058 3.2805 -0.01 0.02 0.02 -0.0475
C 0.6885 3.3130 1.0633 0.08 0.03 0.05 -0.2177
N -0.2728 2.5394 0.3961 0.00 -0.01 0.00 0.0805
C -1.4410 3.1379 0.2326 0.03 0.01 0.05 -0.5335
O -1.8075 4.2425 0.6997 -0.02 -0.01 -0.02 -0.0420
C -2.4354 2.4575 -0.7089 0.11 0.10 -0.10 -0.2031
C -3.3178 3.3055 -1.3735 -0.16 -0.07 -0.01 -0.0228
C -4.2111 2.7599 -2.2809 0.07 -0.01 0.03 -0.0788
C -4.2139 1.3886 -2.4766 -0.07 0.05 0.14 -0.0307
C -3.3033 0.6075 -1.7683 0.08 0.09 -0.22 -0.2013
N -2.4131 1.1411 -0.9247 -0.02 -0.09 0.05 0.1121
C -3.3296 -0.8948 -2.0588 -0.02 -0.01 0.14 -0.5177
O -4.4299 -1.3509 -2.4450 0.07 -0.01 -0.09 -0.0471
N -2.1647 -1.5004 -1.9258 0.01 -0.22 -0.03 0.0491
C -2.0688 -2.8791 -2.1470 -0.05 0.07 0.03 -0.1990
C -2.8659 -3.8426 -1.4908 -0.03 -0.04 0.03 -0.2149
C -3.9202 -3.4372 -0.5045 0.01 0.00 0.00 -0.0691
C -2.6383 -5.1987 -1.7129 0.01 0.01 -0.01 -0.0957
C -1.6372 -5.6417 -2.5610 -0.02 0.01 0.00 -0.1260
C -0.8381 -4.6977 -3.1897 0.01 -0.01 0.01 -0.0768
C -1.0330 -3.3382 -2.9906 0.04 0.02 -0.05 -0.2033
C -0.1274 -2.3493 -3.6672 0.01 0.00 0.02 -0.0490
H 2.6653 4.0913 -1.6160 0.00 0.00 0.00 0.0733
H 0.8946 3.9487 -1.6740 -0.01 -0.02 0.00 0.0881
H 1.8617 2.5328 -1.3444 -0.01 0.00 -0.01 0.0589
H 3.4799 5.1094 0.3196 0.00 0.00 -0.01 0.0956
H 3.3987 5.5451 2.7667 0.00 0.00 0.00 0.0822
H 1.6126 4.4743 4.1204 -0.01 0.00 0.00 0.0977
H -0.2392 3.0813 4.3458 0.01 0.00 0.00 0.0724
H -0.4527 1.8271 3.1076 0.00 0.00 -0.02 0.0580
H -1.3743 3.3303 2.9971 0.00 -0.01 0.01 0.0709
H -3.2727 4.3612 -1.1489 -0.01 0.00 -0.01 0.1029
H -4.8959 3.3975 -2.8308 0.00 0.00 0.00 0.0932
H -4.8981 0.8854 -3.1453 -0.01 0.02 0.00 0.1031
H -4.8075 -3.0562 -1.0126 0.00 0.00 0.01 0.0709
H -3.5451 -2.6236 0.1166 -0.01 0.03 0.02 0.0174
H -4.1899 -4.2808 0.1383 0.00 0.00 0.00 0.0694
H -3.2625 -5.9177 -1.1894 0.00 -0.01 0.00 0.0942
H -1.4706 -6.7016 -2.7165 0.00 0.00 0.00 0.0801
H -0.0328 -5.0160 -3.8440 0.00 0.00 0.00 0.0959
H 0.5312 -2.8539 -4.3772 -0.01 0.00 0.00 0.0739
H 0.5119 -1.8417 -2.9404 -0.01 0.00 -0.01 0.0338
H -0.6986 -1.5841 -4.1943 0.00 0.02 0.01 0.0743
C -4.6654 -1.4450 2.4003 0.02 -0.03 0.01 -0.3000
P -2.9907 -0.7730 2.0030 -0.04 0.03 -0.01 0.8722
C -3.3290 0.9949 2.3388 0.00 0.02 0.01 -0.2835
C -2.1149 -1.2811 3.5546 0.00 -0.02 0.02 -0.4507
C -1.6575 -2.7431 3.4343 0.07 -0.01 0.04 -0.4458
P -0.2469 -2.9273 2.2292 -0.08 0.04 -0.07 0.8372
C 1.1292 -3.2891 3.3993 -0.04 -0.06 0.01 -0.3022
C -0.5707 -4.6216 1.5981 0.03 -0.04 0.04 -0.2911
H -5.0540 -1.0394 3.3395 0.00 0.00 0.00 0.0304
H -4.6306 -2.5338 2.4666 0.00 0.00 -0.01 0.0212
H -5.3475 -1.1911 1.5871 0.01 0.00 0.00 0.0379
H -3.6742 1.1710 3.3624 0.01 0.00 0.00 0.0438
H -4.0919 1.3400 1.6385 -0.01 -0.02 -0.01 0.0442
H -2.4348 1.5834 2.1433 -0.01 -0.01 0.01 -0.0035
H -2.7599 -1.1341 4.4292 -0.01 0.01 -0.01 0.0713
H -1.2489 -0.6205 3.6756 0.02 -0.01 -0.02 0.0567
H -2.4809 -3.3666 3.0719 -0.02 0.02 -0.01 0.0574
H -1.3645 -3.1497 4.4086 0.00 0.00 -0.01 0.0685
H 1.3108 -2.4195 4.0312 0.00 0.03 -0.02 0.0113
H 2.0398 -3.4731 2.8276 0.01 0.02 0.00 0.0268
H 0.9154 -4.1567 4.0321 0.00 0.01 -0.01 0.0304
H -0.7453 -5.3482 2.3982 0.00 0.01 0.00 0.0352
H 0.2882 -4.9419 1.0052 -0.01 0.00 0.00 0.0397
H -1.4313 -4.6001 0.9269 0.00 0.01 -0.01 0.0181
C -0.1704 3.1356 -5.1250 0.01 0.00 0.01 -0.1062
C -0.8846 2.2440 -4.3354 -0.02 -0.01 0.00 -0.0667
C -0.2154 1.3040 -3.5663 0.03 0.02 0.02 -0.0211
C 1.1734 1.2486 -3.5986 0.02 0.02 -0.03 -0.2675
C 1.8939 2.1382 -4.3877 -0.01 0.02 -0.05 -0.0483
C 1.2188 3.0794 -5.1486 0.00 0.01 0.00 -0.1054
N 1.7981 0.3206 -2.7129 -0.10 -0.09 0.04 0.0052
N 2.9006 -0.0941 -3.0902 0.04 0.08 -0.03 0.0647
C 3.5604 -1.0226 -2.2105 -0.08 -0.01 0.01 -0.3303
C 4.8951 -1.2167 -2.5847 0.02 -0.06 0.06 -0.0865
C 5.6945 -2.0686 -1.8420 -0.02 0.03 -0.04 -0.1462
C 5.1200 -2.7219 -0.7544 0.01 -0.01 0.02 -0.1425
C 3.7812 -2.5138 -0.4355 -0.06 -0.01 0.02 -0.1863
C 2.9060 -1.6554 -1.1343 0.18 0.02 -0.09 -0.1267
H -0.6926 3.8851 -5.7079 -0.01 0.00 0.00 0.0893
H -1.9660 2.2875 -4.2940 -0.01 0.00 0.00 0.0958
H -0.7663 0.6101 -2.9408 0.01 0.01 -0.02 0.0711
H 2.9749 2.0884 -4.3743 -0.01 0.00 0.00 0.0995
H 1.7775 3.7863 -5.7518 0.01 0.00 0.00 0.0894
H 5.2838 -0.6899 -3.4506 0.00 0.01 -0.01 0.0849
H 6.7353 -2.2281 -2.1023 0.00 0.01 -0.01 0.0762
H 5.7245 -3.4004 -0.1564 0.00 0.00 0.00 0.0779
H 3.3998 -3.0634 0.4279 -0.01 0.01 0.00 0.0571
N 4.9160 2.7625 3.5556 0.00 -0.04 -0.01 0.0969
C 3.9354 1.8522 3.1481 0.03 0.05 0.04 -0.3391
C 3.8240 1.4650 1.8198 -0.01 -0.02 -0.06 -0.0076
C 2.8375 0.5651 1.4605 -0.01 -0.03 0.09 -0.1459
N 1.9750 0.0284 2.3276 -0.07 -0.02 -0.02 0.0612
C 2.1010 0.3952 3.5992 0.03 0.04 -0.02 -0.1779
C 3.0536 1.2832 4.0627 -0.03 -0.03 0.03 -0.0368
H 5.1449 3.4131 2.8173 0.00 0.01 0.00 0.0765
H 4.6414 3.2741 4.3816 -0.01 0.01 0.00 0.0785
H 4.4770 1.8795 1.0617 0.00 0.00 0.00 0.1178
H 2.7433 0.2381 0.4285 0.03 0.01 -0.01 0.0535
H 1.3844 -0.0312 4.2969 0.00 -0.01 0.01 0.0930
H 3.0869 1.5557 5.1116 0.00 0.00 0.00 0.1025
```
Positions in Å, forces in eV/Å.

Summary:
E_HOMO, eV: -1.96
Charge: -2
ΔE to the lowest compared entry with this formula, charge and spin, kcal per mole: 8.0

C46H53Cl3CsN4O2PS7Te as an isolated structure, computed with ωB97M-V/def2-TZVPD.

Geometry as XYZ:
```
118
Properties=species:S:1:pos:R:3:forces:R:3:lowdin_charge:R:1
Cs 0.7432 -0.1023 -1.3401 -0.28 0.35 0.42 0.7048
C 3.9563 3.4719 0.2178 -0.05 0.02 0.05 -0.5435
C 3.2388 4.1974 1.3546 0.00 0.04 0.00 -0.5213
S 2.0740 3.1215 2.2418 0.01 0.00 -0.01 0.8669
C 0.6030 4.1740 2.3578 -0.02 0.02 0.01 -0.5425
C -0.6544 3.3250 2.5310 -0.01 0.05 0.03 -0.5480
S -1.0743 2.2108 1.1664 -0.07 -0.04 0.05 0.8272
C -2.2008 3.2212 0.1806 0.01 0.04 -0.01 -0.5675
C -1.5891 4.3294 -0.6688 0.02 0.03 0.04 -0.5154
S -0.3692 3.7367 -1.8836 0.02 -0.01 0.05 0.8620
C 1.0138 4.8426 -1.4805 0.03 0.00 0.00 -0.5428
C 2.3511 4.2887 -1.9617 0.02 0.03 -0.03 -0.5320
S 2.9465 2.8052 -1.1182 0.08 -0.19 -0.08 0.7936
H 4.4796 2.5904 0.6005 -0.02 0.02 0.00 0.0357
H 4.7220 4.1337 -0.1983 -0.01 0.01 0.00 0.0779
H 2.6842 5.0571 0.9749 -0.01 0.00 0.00 0.0587
H 3.9815 4.5777 2.0598 0.01 -0.01 0.00 0.0666
H 0.5248 4.7741 1.4533 0.01 -0.03 -0.02 0.0357
H 0.6928 4.8592 3.2061 0.01 0.00 0.00 0.0710
H -1.5126 3.9781 2.7142 0.00 0.00 -0.01 0.0754
H -0.5481 2.6979 3.4204 0.02 -0.03 -0.02 0.0568
H -2.9764 3.6398 0.8285 0.04 0.00 0.01 0.0632
H -2.6891 2.4874 -0.4636 0.02 0.00 -0.01 -0.0219
H -1.0976 5.0765 -0.0421 0.00 0.00 -0.01 0.0590
H -2.4001 4.8380 -1.1951 0.00 -0.01 -0.02 0.0685
H 1.0386 4.9628 -0.3999 0.00 0.00 0.00 0.0247
H 0.8407 5.8258 -1.9287 -0.02 -0.01 -0.01 0.0743
H 3.1136 5.0711 -1.8960 0.01 -0.01 0.02 0.0768
H 2.2800 3.9993 -3.0124 -0.03 -0.01 0.01 0.0485
Cl 1.7177 0.3678 -9.3205 0.00 0.00 0.01 0.5605
C 1.8146 0.5330 -7.5726 0.02 0.04 -0.02 -0.6933
C 2.0366 1.8009 -7.0089 -0.02 -0.03 0.01 -0.1321
C 2.1078 1.9201 -5.6557 -0.03 -0.01 -0.01 -0.0162
C 1.9648 0.8040 -4.7417 0.18 0.00 0.08 -0.4010
O 2.0044 1.0142 -3.5106 -0.02 -0.03 -0.17 -0.2742
C 1.7790 -0.4989 -5.3576 0.01 0.57 -0.14 -0.1225
C 1.7100 -1.7658 -4.6787 0.01 0.02 -0.08 -0.1153
N 1.9889 -2.0680 -3.4569 -0.11 -0.07 -0.11 0.0651
C 2.0598 -3.4329 -3.1623 0.12 -0.07 -0.05 -0.2009
C 2.5296 -4.3610 -4.0735 0.01 0.04 0.00 -0.0327
C 2.6018 -5.7350 -3.7827 0.00 -0.03 0.02 -0.0941
C 2.2345 -6.2094 -2.5581 0.01 0.00 -0.03 -0.0667
C 1.8115 -5.2966 -1.5642 0.10 0.05 0.05 -0.1604
C 1.4907 -5.7175 -0.2527 -0.01 -0.02 0.01 -0.0297
C 1.1467 -4.7993 0.6915 0.01 -0.03 0.01 -0.0622
C 1.1079 -3.4385 0.3191 0.04 0.01 -0.06 -0.1517
N 1.3714 -3.0176 -0.8885 0.05 -0.08 -0.09 0.0329
C 1.7394 -3.9096 -1.8429 -0.13 -0.06 -0.01 -0.1512
C 1.6870 -0.5583 -6.7663 -0.11 -0.41 0.03 -0.1013
H 2.1411 2.6657 -7.6532 0.00 0.00 0.00 0.0930
H 2.2653 2.8855 -5.1905 0.01 0.00 -0.02 0.0960
H 1.3917 -2.5652 -5.3645 0.06 -0.08 0.06 0.1120
H 2.8815 -4.0150 -5.0360 0.00 0.00 0.00 0.1039
H 2.9666 -6.4143 -4.5443 0.00 0.00 0.00 0.0953
H 2.2909 -7.2654 -2.3202 0.00 0.00 0.01 0.0993
H 1.5390 -6.7756 -0.0172 0.00 0.00 0.00 0.1075
H 0.9106 -5.0885 1.7082 0.00 0.02 0.00 0.0963
H 0.8392 -2.6779 1.0443 -0.01 -0.04 -0.02 0.0800
H 1.5262 -1.5278 -7.2284 -0.01 0.00 0.01 0.1005
C -1.4479 -3.3297 4.3662 -0.01 0.01 0.00 -0.0770
N -1.7870 -2.1870 3.5363 0.00 0.05 0.04 -0.1526
C -2.9297 -2.4158 2.6687 0.02 0.00 0.03 -0.0707
C -0.7490 -1.4618 2.9371 -0.11 0.11 -0.01 -0.5087
O -0.7531 -1.2387 1.7384 0.17 0.02 -0.09 0.0057
N 0.2250 -1.0055 3.7821 0.05 -0.13 0.01 -0.1252
C 1.4412 -0.4237 3.2363 -0.04 0.04 -0.01 -0.0450
C 0.0348 -0.8146 5.2013 -0.01 0.01 -0.02 -0.0695
H -1.5779 -4.2618 3.8016 0.01 0.00 0.00 0.0861
H -2.0870 -3.3797 5.2531 -0.01 -0.01 -0.01 0.0837
H -0.4106 -3.2818 4.6864 0.02 0.02 0.02 0.0453
H -3.8005 -2.6527 3.2834 0.00 -0.01 0.00 0.0888
H -2.7524 -3.2438 1.9712 0.01 0.01 -0.01 0.0875
H -3.1340 -1.5255 2.0804 0.00 0.00 0.02 0.0844
H 1.4566 -0.5231 2.1556 0.03 -0.03 0.00 0.0677
H 2.3181 -0.9243 3.6504 0.00 0.01 0.00 0.0585
H 1.4990 0.6393 3.4822 -0.01 0.00 -0.02 0.0470
H -0.9968 -1.0139 5.4779 -0.01 -0.01 0.00 0.0820
H 0.2663 0.2247 5.4565 0.01 0.00 0.00 0.0865
H 0.6980 -1.4565 5.7909 0.01 -0.01 0.00 0.0663
Cl 3.8301 -3.2335 2.7735 0.07 0.10 -0.15 0.5464
C 3.7611 -4.3901 4.0790 -0.17 -0.05 0.21 -1.0060
Cl 2.4771 -4.0108 5.2827 0.05 -0.01 -0.07 0.4712
H 4.6957 -4.3900 4.6270 0.03 0.01 -0.05 0.0173
H 3.5286 -5.3750 3.6910 0.03 0.01 -0.04 0.0161
S -5.8582 0.4438 -3.4574 -0.02 0.03 -0.02 0.1019
P -4.9147 0.3105 -1.7274 -0.05 0.05 0.18 -0.0579
S -2.9421 0.1946 -1.6024 0.05 -0.15 -0.14 0.1932
C -5.3815 1.7385 -0.6564 0.02 -0.01 -0.02 -0.3891
C -5.7321 2.9571 -1.2247 -0.02 -0.01 0.01 -0.1107
C -5.9727 4.0654 -0.4214 0.00 0.00 0.00 -0.1013
C -5.8811 3.9602 0.9599 -0.01 0.01 -0.01 -0.1215
C -5.5359 2.7428 1.5346 -0.01 -0.02 0.00 -0.1067
C -5.2776 1.6433 0.7298 -0.01 0.02 0.02 -0.0969
C -5.6630 -1.0686 -0.7608 0.01 0.00 -0.03 -0.3877
C -4.8838 -2.0815 -0.2197 -0.01 0.01 0.01 -0.1156
C -5.4780 -3.1179 0.4942 -0.01 0.00 -0.01 -0.1044
C -6.8508 -3.1367 0.6846 0.01 -0.01 0.00 -0.1112
C -7.6352 -2.1198 0.1494 0.00 0.01 -0.01 -0.1024
C -7.0443 -1.0981 -0.5756 -0.02 -0.02 -0.01 -0.1099
H -5.8183 3.0180 -2.3035 0.00 0.00 0.00 0.0678
H -6.2375 5.0126 -0.8772 0.00 0.00 0.00 0.0928
H -6.0734 4.8236 1.5865 0.00 0.00 0.00 0.0895
H -5.4528 2.6525 2.6114 0.00 0.00 0.00 0.0969
H -4.9758 0.7044 1.1797 0.00 0.00 0.00 0.1071
H -3.8093 -2.0413 -0.3609 -0.01 0.00 -0.02 0.0601
H -4.8621 -3.9098 0.9044 -0.01 0.00 -0.01 0.0904
H -7.3120 -3.9418 1.2451 0.00 0.00 0.00 0.0891
H -8.7097 -2.1299 0.2918 0.00 0.00 0.00 0.0910
H -7.6517 -0.3176 -1.0192 0.00 0.00 0.00 0.0941
Te 4.4094 -0.7548 -0.2406 0.03 -0.18 0.16 0.5014
C 5.9534 0.3158 0.7030 -0.10 0.04 0.15 -1.1248
C 6.9904 1.0346 0.1650 0.02 0.00 -0.02 -0.2901
C 7.8255 1.6676 1.1309 -0.02 0.01 -0.03 -0.2442
C 7.4233 1.4394 2.4119 -0.01 0.01 0.02 -0.4795
S 6.0175 0.4439 2.4265 0.03 0.03 -0.03 0.8381
H 7.1361 1.1053 -0.9042 0.01 0.00 0.00 0.0866
H 8.6881 2.2720 0.8782 0.00 0.00 0.00 0.0815
H 7.8751 1.8024 3.3223 -0.01 -0.01 0.00 0.0373
```
Positions in Å, forces in eV/Å.

Summary:
E_HOMO, eV: -1.56
Charge: -2
ΔE to the lowest compared entry with this formula, charge and spin, kcal per mole: 0.0

Values of LUMO energy, in order: 3.592, 3.210, all in eV.
Values of calculated total energy, in order: -3024.73332, -6951.76864, all in hartree.